The following is a quantum chemistry calculation of 2 unconnected molecules or ions with the total composition C29H54Br2ClF3N3O3, from OMol25.

The geometry in XYZ format:
```
95
Properties=species:S:1:pos:R:3:forces:R:3:mulliken_charge:R:1
C 5.595978 3.138962 0.987397 -0.041 0.065 -0.039 -1.144
C 5.794633 2.010079 -0.041989 -0.004 0.009 -0.053 -0.623
C 4.862761 0.798512 0.144483 -0.111 -0.009 0.034 -0.811
C 3.724169 0.745582 -0.880175 -0.052 0.050 -0.029 -1.087
C 2.578143 -0.201677 -0.476922 0.156 -0.003 0.021 -1.104
C 1.151084 0.379491 -0.569863 -0.030 -0.044 0.052 -1.266
C 0.020122 -0.183574 -1.483174 0.219 0.096 -0.074 1.988
C 0.380359 -0.502210 -2.991976 -0.253 -0.190 0.071 0.356
Cl -0.141352 -2.170047 -3.497990 -0.225 0.295 -0.380 -0.177
C 1.790480 -0.281812 -3.522909 0.174 -0.115 -0.186 -0.599
C 2.169492 1.185902 -3.706355 0.033 -0.038 -0.077 -1.374
C -1.092121 0.958081 -1.491066 0.090 -0.002 0.057 -0.417
C -0.716372 2.297964 -2.136136 0.065 -0.077 -0.032 -0.683
C -1.713298 3.409999 -1.772516 -0.082 -0.009 -0.048 -0.670
O -0.988294 4.592370 -1.534518 0.113 0.039 0.052 -0.288
C -1.579799 5.801427 -2.011086 -0.116 -0.088 -0.010 -0.253
C -1.081141 6.959646 -1.163843 -0.010 0.082 0.037 -1.136
C -2.405881 0.500462 -2.137299 -0.021 0.017 -0.020 -1.903
N -2.619907 -0.950226 -1.872641 0.093 0.108 -0.207 0.138
C -1.988157 -1.250176 -0.687831 0.124 0.131 0.153 -0.490
N -2.727317 -1.273241 0.407666 -0.027 -0.184 -0.032 0.702
C -2.128542 -1.172975 1.748589 0.088 0.050 -0.046 -0.235
C -2.959452 -0.371670 2.755241 0.069 -0.127 0.193 -0.886
C -2.381125 1.007603 2.947854 -0.083 0.066 -0.263 0.575
F -2.191731 1.628189 1.763392 -0.015 0.050 -0.183 -0.093
F -1.186520 0.961020 3.546143 0.184 -0.032 0.142 -0.294
F -3.184246 1.783770 3.671543 -0.113 0.062 0.228 -0.301
C -4.189081 -1.290985 0.257926 -0.045 -0.205 -0.223 -1.124
O -4.623252 0.022356 0.120925 0.189 0.208 0.255 -0.170
C -5.928252 0.336567 0.638337 -0.100 -0.278 -0.239 -0.354
C -5.906549 1.718293 1.251686 0.127 0.067 0.008 -1.045
N -0.629934 -1.355380 -0.703050 -0.301 -0.024 -0.192 0.511
C -0.078503 -2.542108 -0.038684 0.172 0.121 0.459 -0.755
Br 1.128838 -2.253035 1.489537 -0.291 0.036 0.067 0.082
C 0.464943 -3.701033 -0.871008 -0.376 -0.286 0.022 -0.375
C 0.486190 -4.994119 -0.054877 0.140 0.021 -0.107 -1.670
Br 2.210039 -3.431668 -1.647575 0.187 -0.459 -0.029 0.003
H 4.980756 2.812256 1.828957 0.048 0.000 -0.025 0.320
H 6.545266 3.484250 1.399405 -0.030 -0.023 -0.049 0.323
H 5.110244 4.011453 0.545862 -0.035 -0.059 0.044 0.269
H 5.630808 2.416030 -1.045723 0.130 -0.056 0.023 0.360
H 6.832815 1.675601 -0.019651 -0.040 0.010 0.028 0.428
H 4.408998 0.836748 1.141757 0.146 -0.041 -0.011 0.424
H 5.443695 -0.126597 0.092767 -0.107 -0.025 0.049 0.308
H 3.345175 1.766745 -1.003981 0.000 -0.046 -0.017 0.384
H 4.139942 0.436145 -1.843852 -0.024 0.201 -0.031 0.261
H 2.746796 -0.472119 0.565864 -0.015 0.098 -0.138 0.647
H 2.645524 -1.141363 -1.020826 0.063 0.285 0.224 -0.386
H 1.234271 1.438229 -0.798349 0.043 0.010 -0.054 0.978
H 0.707865 0.349208 0.430322 -0.004 0.095 -0.036 0.115
H -0.282793 0.094469 -3.613280 0.040 0.195 0.075 0.339
H 2.523966 -0.842603 -2.943247 -0.111 0.197 -0.041 0.084
H 1.795528 -0.733505 -4.518556 0.035 -0.021 0.082 0.659
H 2.086849 1.779920 -2.801154 -0.025 0.004 0.026 0.183
H 3.206895 1.250315 -4.038126 -0.056 0.009 0.000 0.446
H 1.550791 1.645287 -4.481256 -0.016 0.011 0.076 0.364
H -1.273808 1.183117 -0.431294 -0.047 -0.141 -0.057 0.348
H 0.254541 2.658416 -1.804699 -0.017 -0.014 0.025 0.433
H -0.669742 2.196558 -3.224430 0.099 0.013 0.041 0.382
H -2.444949 3.563886 -2.574841 0.039 -0.064 0.024 0.388
H -2.273447 3.133114 -0.865716 0.017 0.046 -0.027 0.249
H -1.307894 5.943068 -3.063977 0.002 -0.066 0.039 0.283
H -2.670406 5.707509 -1.958935 0.041 0.123 -0.008 0.351
H -0.958074 7.863502 -1.762000 -0.055 -0.047 0.012 0.337
H -1.763903 7.190736 -0.345232 0.063 -0.085 0.002 0.296
H -0.110924 6.706123 -0.734595 -0.013 0.012 -0.082 0.292
H -3.255937 1.073079 -1.769136 0.060 -0.008 0.064 0.467
H -2.365548 0.618869 -3.222182 -0.048 -0.030 0.055 0.737
H -2.138325 -1.457976 -2.611510 -0.005 -0.063 0.032 0.575
H -1.168134 -0.675722 1.616129 0.059 -0.118 0.031 0.093
H -1.905427 -2.170061 2.130073 -0.171 0.010 0.039 0.531
H -2.929710 -0.864739 3.728491 -0.005 0.043 -0.054 0.395
H -4.005219 -0.250522 2.486771 0.041 -0.037 -0.079 0.149
H -4.406382 -1.888199 -0.629455 -0.074 0.034 0.068 0.339
H -4.623734 -1.779710 1.135232 0.084 0.032 0.034 0.590
H -6.213401 -0.440520 1.358245 -0.061 0.138 0.047 0.341
H -6.640310 0.288034 -0.191051 0.032 -0.008 0.060 0.415
H -5.308826 2.388376 0.629897 -0.102 -0.033 -0.031 0.213
H -5.468917 1.722114 2.251075 -0.025 -0.021 -0.036 0.248
H -6.917874 2.120812 1.312064 0.033 -0.032 0.051 0.412
H -0.940244 -2.994443 0.447949 -0.015 0.062 -0.013 0.635
H -0.229107 -3.802297 -1.706752 0.214 -0.071 0.080 0.757
H 1.325417 -5.036470 0.643406 -0.243 0.060 -0.034 0.531
H -0.450083 -5.107930 0.500885 0.064 0.007 0.018 0.376
H 0.570147 -5.840656 -0.736522 0.031 0.047 0.005 0.415
C 2.944489 -6.716676 4.766229 -0.017 -0.036 -0.100 -1.213
C 2.376397 -5.609413 3.916930 0.018 -0.010 0.104 0.753
O 1.991757 -5.799783 2.784933 0.008 -0.010 0.025 -0.494
C 2.299256 -4.238526 4.546483 0.037 -0.109 -0.083 -0.643
H 2.945353 -7.648900 4.208071 0.005 -0.009 0.010 0.319
H 3.962584 -6.468740 5.071635 -0.006 0.015 0.015 0.332
H 2.353215 -6.831437 5.676525 0.007 0.021 0.010 0.335
H 3.291829 -3.904478 4.853691 -0.010 -0.015 0.024 0.328
H 1.670502 -4.267637 5.438250 0.020 0.004 0.006 0.337
H 1.885007 -3.553293 3.815223 -0.034 0.110 0.080 -0.167
```
Positions in Å, forces in eV/Å.

Calculated total energy ... -7434.9422 Eh
Gap between HOMO and LUMO ... 8.84 eV
Strongest force on any atom ... 0.010 hartree/bohr
Charge ... +1